No. 1
Molecular formula: C28H59P
Method: DFT, ωB97M-V/def2-TZVPD

Values from the calculation:
Net charge = 0

CARTESIAN COORDINATES (ANGSTROEM)
C  3.988418  -2.792410  -1.591764
C  3.412524  -1.946919  -0.979239
C  2.760315  -0.910415  -0.189056
P  0.994323  -0.541002  -0.759189
C  1.066738  1.080035  -1.614407
C  0.726760  2.213485  -0.978339
C  0.618837  -1.752245  -2.089119
C  -0.846849  -1.783369  -2.579836
C  -1.957184  -1.790593  -1.519725
C  -2.384067  -0.378938  -1.061427
C  -1.655605  -2.695796  -0.325109
H  4.513136  -3.550702  -2.121803
H  3.321941  0.006569  -0.359469
H  2.764564  -1.208445  0.853876
H  1.362726  1.063487  -2.662046
H  0.167301  2.965556  -1.526489
H  0.993899  2.401444  0.054653
H  0.930114  -2.754969  -1.808612
H  1.234120  -1.483142  -2.953066
H  -0.949045  -2.709161  -3.148844
H  -1.004387  -0.966668  -3.285122
H  -2.836147  -2.223546  -2.000903
H  -3.257815  -0.072456  -1.637469
H  -2.663278  -0.397631  -0.009614
H  -1.615299  0.370655  -1.218977
H  -2.566683  -2.773342  0.272192
H  -1.429643  -3.713794  -0.645836
H  -0.882729  -2.302276  0.328893
C  -5.068868  2.479662  0.392699
C  -4.672557  2.187410  1.837173
C  -5.227343  0.865132  2.363820
C  -6.753511  0.777167  2.406658
C  -7.437545  1.863010  3.235528
C  -7.054574  1.831409  4.712458
H  -6.149393  2.578807  0.278859
H  -4.616231  3.412460  0.053055
H  -4.727752  1.679755  -0.267871
H  -4.988816  3.014186  2.479171
H  -3.581651  2.151918  1.902088
H  -4.822914  0.685430  3.363991
H  -4.850837  0.049043  1.738296
H  -7.033252  -0.202697  2.806332
H  -7.150088  0.808097  1.387910
H  -8.519319  1.731447  3.149791
H  -7.217177  2.850368  2.820886
H  -7.296300  0.863502  5.156184
H  -7.596229  2.598479  5.267603
H  -5.988927  2.014883  4.857088
C  4.877310  2.700528  -3.343939
C  3.937122  2.896650  -4.531094
C  3.515835  1.586412  -5.191711
C  4.655260  0.767078  -5.798433
C  5.482211  1.499821  -6.853418
C  4.673406  1.915325  -8.079138
H  5.817308  2.235121  -3.643499
H  5.117242  3.661253  -2.886323
H  4.412623  2.072247  -2.580486
H  4.405912  3.560348  -5.262515
H  3.038590  3.413570  -4.183022
H  2.772335  1.803415  -5.964087
H  3.003526  0.965140  -4.448927
H  4.231831  -0.138105  -6.244840
H  5.321825  0.423102  -5.002664
H  6.292832  0.840417  -7.173929
H  5.960807  2.379549  -6.414743
H  4.212163  1.046671  -8.553338
H  5.314046  2.398770  -8.817857
H  3.882759  2.621348  -7.820928
C  0.159400  -0.608510  3.439447
C  1.168722  -1.751145  3.403346
C  0.727162  -2.980670  4.194513
C  0.536146  -2.747120  5.693671
C  1.767849  -2.214392  6.423910
C  2.960139  -3.165982  6.378392
H  0.005346  -0.234658  4.453145
H  0.503152  0.227097  2.827748
H  -0.805133  -0.935454  3.045031
H  2.138759  -1.396719  3.764996
H  1.320189  -2.050457  2.362282
H  1.455563  -3.781641  4.039376
H  -0.215600  -3.349488  3.777990
H  0.231149  -3.691436  6.155543
H  -0.295468  -2.054905  5.852556
H  1.498930  -2.037221  7.468501
H  2.058726  -1.242756  6.015520
H  2.701576  -4.134192  6.811822
H  3.799497  -2.759590  6.944363
H  3.305211  -3.332323  5.356873

Forces on atoms 1 to 6 (eV/Å):
0.35 -0.64 -0.47
-0.09 0.50 0.58
0.03 -0.35 -1.31
0.02 0.17 1.68
0.68 -0.44 0.36
0.13 -0.34 -0.86



No. 2
Molecular formula: C28H60BrFNO5
Method: DFT, ωB97M-V/def2-TZVPD

Values from the calculation:
Net charge = +1

CARTESIAN COORDINATES (ANGSTROEM)
C  1.732439  -2.252827  3.888557
C  2.204043  -0.885854  3.337351
C  3.189590  -1.014564  2.198184
C  2.537398  -1.028628  0.786873
C  3.340626  -1.915471  -0.166896
C  2.617911  -2.702809  -1.272355
C  2.114424  -4.073208  -0.815423
C  0.851345  -3.964472  0.060636
C  0.034225  -5.261303  0.038249
C  -1.004724  -5.505225  -1.086164
C  -2.255991  -6.227098  -0.515164
C  -3.638623  -5.573987  -0.773811
C  -4.021164  -4.407103  0.121106
C  -4.950931  -3.436453  -0.631081
C  -5.027327  -2.071997  -0.021000
C  -6.226560  -1.360086  -0.636575
N  -6.417442  -0.073566  0.115584
Br  -7.510842  -0.464237  1.647626
C  -5.120296  0.504717  0.616811
C  -3.877395  -0.027230  -0.104404
C  -3.590849  0.785683  -1.372409
C  -2.834133  0.018483  -2.422319
F  -2.804141  1.827822  -0.968801
O  -3.862597  -1.404892  -0.365750
H  1.897092  -2.996326  3.120634
H  2.305414  -2.545238  4.749314
H  0.673833  -2.243574  4.097547
H  2.647753  -0.374218  4.178856
H  1.324550  -0.332549  3.069537
H  3.819317  -0.135555  2.227416
H  3.810605  -1.890634  2.303273
H  2.570934  -0.017646  0.408813
H  1.493664  -1.299729  0.879942
H  3.959831  -2.565579  0.433691
H  4.027691  -1.254347  -0.676280
H  1.803393  -2.184923  -1.764345
H  3.368533  -2.887455  -2.030390
H  1.920269  -4.716085  -1.660920
H  2.903191  -4.530760  -0.233493
H  1.127737  -3.717021  1.073440
H  0.273446  -3.122946  -0.306568
H  -0.468917  -5.306508  0.994183
H  0.735084  -6.083698  0.034297
H  -1.319060  -4.618246  -1.620181
H  -0.576458  -6.180606  -1.810749
H  -2.347574  -7.213366  -0.940705
H  -2.171712  -6.347820  0.555806
H  -4.331563  -6.377953  -0.586097
H  -3.685150  -5.245449  -1.801041
H  -3.176937  -3.912588  0.584822
H  -4.616896  -4.800301  0.935006
H  -4.692663  -3.365111  -1.678006
H  -5.924251  -3.909771  -0.605060
H  -5.157124  -2.200857  1.052073
H  -6.013691  -1.137320  -1.668914
H  -7.073639  -2.004968  -0.519370
H  -6.962657  0.612837  -0.389748
H  -5.033376  0.429956  1.680463
H  -5.156154  1.564672  0.415774
H  -3.056217  0.163792  0.562468
H  -4.484798  1.228027  -1.801049
H  -2.863685  0.611330  -3.322602
H  -3.331161  -0.906006  -2.661851
H  -1.823290  -0.182719  -2.134193
C  -0.265573  5.410658  2.376135
O  -0.177768  6.512753  1.491370
C  1.020119  6.517829  0.731051
C  0.812230  5.945973  -0.655650
O  0.452877  4.573875  -0.608673
C  -0.939680  4.345670  -0.710870
H  -1.308790  5.301157  2.670258
H  0.068326  4.480576  1.910093
H  0.333100  5.601047  3.273332
H  1.811601  5.979710  1.258448
H  1.332369  7.561212  0.633327
H  1.754326  6.009582  -1.206667
H  0.063997  6.523974  -1.204897
H  -1.248657  4.404412  -1.760637
H  -1.521631  5.055111  -0.119148
H  -1.133445  3.339890  -0.346339
C  6.831231  5.423321  -0.965362
O  6.228384  4.654834  -1.993133
C  6.291111  3.259606  -1.753495
C  5.001532  2.727388  -1.164392
O  4.738582  3.269457  0.119073
C  3.837690  4.363078  0.082422
H  6.467775  6.445501  -1.056194
H  6.581763  5.048442  0.028578
H  7.919312  5.426147  -1.088959
H  7.140436  3.017004  -1.108661
H  6.456502  2.776727  -2.721184
H  5.097375  1.644247  -1.039863
H  4.160902  2.914981  -1.839886
H  2.810378  3.992251  0.002919
H  4.046723  5.041580  -0.747673
H  3.942343  4.910311  1.019147

Forces on atoms 1 to 6 (eV/Å):
0.13 0.45 -0.96
-0.08 -1.10 0.96
-0.57 0.97 -0.70
0.45 -0.34 0.67
-0.60 0.58 -0.58
0.59 -0.83 0.41



No. 3
Molecular formula: C28H61AlBrFO9P
Method: DFT, ωB97M-V/def2-TZVPD

Values from the calculation:
Relative energy (zero: lowest compared OMol25 entry of this formula, charge and spin) = 261.9 kcal/mol
Net charge = -1

CARTESIAN COORDINATES (ANGSTROEM)
C  2.726765  2.190436  -0.958378
C  1.371481  2.639500  -0.972564
C  -0.251446  3.038883  -0.970515
C  -1.056301  1.583646  -0.796946
C  -0.905872  0.619082  -2.108711
C  -1.677809  -0.846211  -1.975342
C  -3.280123  -0.507866  -2.075448
C  -3.993421  -0.891732  -3.498037
C  -4.055810  0.385755  -4.575269
Br  -2.849338  0.133532  -6.168243
O  -1.136622  -1.514377  -3.208686
Al  0.474457  -2.425462  -2.689172
C  0.370263  -4.503236  -2.653432
C  1.460947  -5.195942  -1.637815
F  2.878505  -5.097683  -2.115101
C  2.082449  -1.572796  -3.643703
C  3.525082  -2.053867  -3.031162
O  4.439507  -2.496287  -3.938771
O  3.921273  -2.048231  -1.612969
O  0.323927  -1.892037  -0.848135
C  -1.159861  -1.878165  -0.762962
P  -2.045531  -1.906166  0.904574
C  -1.951154  -3.552681  1.837221
C  -1.376176  -4.839104  1.024884
C  -1.437271  -0.585406  2.140091
C  -2.583353  0.603061  2.406553
H  3.666535  1.456371  -0.961718
H  -0.527237  3.659187  0.011572
H  -0.583107  3.598644  -1.942639
H  -2.173480  1.834606  -0.561249
H  -0.485423  1.040425  0.089309
H  0.249593  0.468884  -2.346997
H  -1.345934  1.167958  -3.072295
H  -3.878540  -1.052797  -1.227800
H  -3.458590  0.661384  -1.918568
H  -3.587204  -1.861999  -4.018410
H  -5.140854  -1.120747  -3.258556
H  -3.863424  1.420616  -4.036225
H  -5.164442  0.438491  -5.000651
H  0.598352  -4.929378  -3.741973
H  -0.699016  -4.902045  -2.305021
H  1.233557  -6.365528  -1.566754
H  1.403050  -4.796797  -0.531123
H  2.034096  -1.928225  -4.777145
H  1.962249  -0.400390  -3.528051
H  3.078779  -1.848979  -1.078528
H  -1.487458  -2.917691  -1.253071
H  -3.011518  -3.845357  2.285389
H  -1.256027  -3.374443  2.791017
H  -2.179047  -5.722762  1.006484
H  -0.937611  -4.635401  -0.037036
H  -0.473232  -5.278031  1.671631
H  -1.327442  -1.124753  3.200140
H  -0.371933  -0.139861  1.914920
H  -2.155983  1.211349  3.341174
H  -2.679197  1.340053  1.503194
H  -3.614600  0.157768  2.776566
C  -0.751430  4.857278  5.269119
C  -0.994125  3.406605  5.630701
O  -1.002160  2.608651  4.456085
H  -1.527360  5.218636  4.586272
H  -0.746895  5.486605  6.163506
H  0.206694  4.972500  4.751894
H  -1.962225  3.292579  6.127483
H  -0.215218  3.034088  6.303033
H  -0.135305  2.710278  4.026838
C  -1.204331  -0.261498  9.237574
C  -0.998831  0.921836  8.314759
O  -1.660775  2.064670  8.836562
H  -2.271362  -0.477784  9.354163
H  -0.703946  -1.152072  8.847069
H  -0.812083  -0.046140  10.236854
H  -1.411811  0.710910  7.323815
H  0.065055  1.152532  8.203310
H  -1.281054  2.248610  9.712916
C  0.156799  -2.055343  -9.632504
C  0.312598  -0.808552  -8.786729
O  -0.883287  -0.043758  -8.825063
H  -0.075381  -1.790476  -10.669262
H  1.072011  -2.653804  -9.617235
H  -0.672612  -2.669873  -9.267501
H  1.127939  -0.186586  -9.168030
H  0.532104  -1.065270  -7.745860
H  -1.599483  -0.602067  -8.476674
C  4.063722  -0.712973  2.207514
C  3.427129  -1.864967  2.957018
O  2.442792  -2.487469  2.144560
H  3.306785  0.024069  1.919864
H  4.821861  -0.219397  2.822011
H  4.533206  -1.064622  1.283000
H  2.940207  -1.506195  3.868721
H  4.175645  -2.612577  3.236834
H  2.886797  -2.809968  1.341519
C  3.244744  6.093873  -0.706671
C  3.204726  6.344262  0.786580
O  1.914275  6.039883  1.295114
H  2.495369  6.705626  -1.219625
H  4.231812  6.328217  -1.115062
H  3.009576  5.048226  -0.930542
H  3.418463  7.394889  1.004548
H  3.942377  5.726628  1.308016
H  1.737510  5.102741  1.103960

Forces on atoms 1 to 6 (eV/Å):
-9.66 2.04 -0.09
8.35 -3.14 0.05
0.66 -1.19 0.85
1.25 0.03 -0.40
0.29 0.53 0.30
1.18 0.93 -1.73



No. 4
Molecular formula: C28H61B2BrO9P
Method: DFT, ωB97M-V/def2-TZVPD

Values from the calculation:
Net charge = -1

CARTESIAN COORDINATES (ANGSTROEM)
C  1.535551  0.394744  0.187225
C  0.744557  1.641637  0.636599
B  0.201972  2.417713  -0.640883
O  1.120818  3.087772  -1.415856
C  -1.354492  2.457143  -1.086355
C  -2.061184  3.609945  -0.391226
Br  -3.838781  3.909548  -1.190612
C  -1.249946  4.907896  -0.445125
C  -0.333942  5.023118  0.787634
O  -1.375274  2.709335  -2.458933
P  -1.395970  1.293659  -3.485648
O  -1.804611  0.340998  -2.090013
C  -1.944001  1.013940  -0.857973
B  -3.401782  0.720819  -0.255178
C  -4.093464  1.389641  1.004635
O  -4.096194  -0.363166  -0.785189
H  1.689397  -0.306013  1.007931
H  0.987702  -0.138433  -0.595653
H  2.506097  0.663446  -0.237302
H  -0.086268  1.292772  1.254914
H  1.370747  2.290229  1.255844
H  1.920753  2.568017  -1.542061
H  -2.250521  3.374601  0.653990
H  -1.945383  5.746425  -0.468464
H  -0.685529  4.954875  -1.375095
H  -0.285553  4.073889  1.324371
H  -0.657824  5.804942  1.471081
H  0.691085  5.249087  0.488341
H  -1.402940  0.117719  -4.342296
H  -2.798707  1.470168  -3.783474
H  -1.019934  2.130475  -4.605294
H  0.031193  1.016565  -3.197752
H  -1.306692  0.422606  -0.175520
H  -5.175636  1.314709  0.881096
H  -3.851741  2.426535  1.207291
H  -3.841096  0.795349  1.893245
H  -3.798234  -1.197991  -0.412108
C  0.598951  -4.090252  0.643512
C  0.220641  -3.484827  -0.707786
C  -1.052092  -2.728965  -0.362146
O  -0.908549  -2.308878  1.005977
C  0.200305  -2.970940  1.599424
H  1.653082  -4.356891  0.728238
H  0.002884  -4.986647  0.832718
H  0.992066  -2.783403  -1.035572
H  0.074203  -4.226674  -1.487508
H  -1.929612  -3.382969  -0.434388
H  -1.221461  -1.850638  -0.990407
H  1.018151  -2.250924  1.723466
H  -0.091794  -3.333321  2.588002
C  -0.500058  2.541331  5.083639
C  0.598678  3.283229  5.844396
C  0.993084  4.356228  4.835034
O  -0.187920  4.663536  4.100772
C  -1.196897  3.687496  4.360374
H  -1.174831  1.976295  5.724748
H  -0.057859  1.850807  4.363009
H  0.190935  3.742112  6.748251
H  1.435911  2.647927  6.131100
H  1.756524  3.981351  4.143540
H  1.367411  5.271029  5.298158
H  -1.976513  4.137584  4.985459
H  -1.646609  3.387077  3.412353
C  2.061035  -8.288261  -2.309639
C  1.683756  -7.662724  -3.652017
C  0.398333  -6.925770  -3.295617
O  0.534849  -6.530403  -1.930479
C  1.651059  -7.188480  -1.337150
H  3.115565  -8.548760  -2.227552
H  1.470676  -9.190176  -2.134104
H  2.452141  -6.953485  -3.965738
H  1.542679  -8.388862  -4.451458
H  -0.474641  -7.580327  -3.391245
H  0.229878  -6.035917  -3.902778
H  2.460313  -6.462795  -1.197420
H  1.355755  -7.566463  -0.357166
C  1.387534  3.938755  -6.189998
C  0.544260  3.141119  -7.181013
C  0.975679  3.749846  -8.507978
O  2.340112  4.151719  -8.346426
C  2.690757  4.099593  -6.959450
H  1.511344  3.438213  -5.231259
H  0.929700  4.912878  -6.005636
H  0.815335  2.084899  -7.133918
H  -0.524621  3.220452  -6.996293
H  0.373989  4.632850  -8.752733
H  0.915516  3.050493  -9.344026
H  3.354022  3.242632  -6.794623
H  3.235259  5.010301  -6.703020
C  0.928492  -3.233891  6.928320
C  0.640120  -3.228693  5.427951
C  -0.310713  -2.044045  5.303641
O  0.068523  -1.118723  6.326950
C  0.973537  -1.741298  7.234507
H  1.852234  -3.745349  7.196661
H  0.105683  -3.707352  7.468338
H  1.557194  -3.035011  4.867082
H  0.205501  -4.157143  5.060527
H  -1.348826  -2.349933  5.471421
H  -0.252608  -1.545392  4.336238
H  1.979295  -1.337058  7.071717
H  0.668482  -1.502822  8.254836

Forces on atoms 1 to 6 (eV/Å):
-0.16 0.04 -0.12
-0.15 -0.49 -0.16
0.04 0.25 0.33
-0.20 -0.33 -0.39
0.64 -0.03 -0.05
0.20 0.10 0.06



| no. | gap between HOMO and LUMO (eV) | strongest force on any atom (Eh/bohr) |
| --- | --- | --- |
| 1 | 8.617 | 0.03278 |
| 2 | 4.997 | 0.02844 |
| 3 | 7.038 | 0.19195 |
| 4 | 6.129 | 0.01844 |